Below is a molecular structure, C3H9N2O at a distorted geometry, with properties calculated with ωB97M-V/def2-TZVPD.

net charge	+1
calculated total energy	-304.0752	hartree
spin multiplicity	1

Element x y z (Å)
1 C 1.205 -0.765 -0.413
2 C -3.101 0.893 1.351
3 C 0.523 0.265 0.427
4 N -3.000 -0.354 -0.739
5 N -2.966 0.161 0.241
6 O -0.649 0.347 0.746
7 H 2.235 -0.971 -0.105
8 H 0.663 -1.706 -0.088
9 H 1.000 -0.699 -1.478
10 H -4.069 1.206 1.481
11 H -2.422 1.749 1.318
12 H -2.949 0.232 2.286
13 H 1.125 1.153 0.714
14 H -3.991 3.804 -0.806
15 H -3.262 3.691 -1.117


Below is 4 unconnected molecules or ions with the total composition C8H20Cl6O8P2 at a distorted geometry, with properties calculated with ωB97M-V/def2-TZVPD.

SMILES	COP(=O)(OC)OC.COP(=O)(OC)OC.ClC(Cl)Cl.ClC(Cl)Cl
calculated total energy	-4362.7663	hartree
spin multiplicity	1

Element x y z (Å)
1 C 2.955 1.922 4.083
2 O 3.518 2.710 3.039
3 P 2.720 3.980 2.445
4 O 3.356 4.558 1.266
5 O 1.227 3.467 2.280
6 C 0.928 2.449 1.313
7 O 2.512 4.942 3.705
8 C 3.556 5.818 4.083
9 H 3.366 2.294 5.025
10 H 3.279 0.887 3.978
11 H 1.866 1.948 4.116
12 H 1.825 2.082 0.808
13 H 0.247 2.801 0.543
14 H 0.524 1.635 1.909
15 H 4.009 5.610 5.057
16 H 3.169 6.831 4.228
17 H 4.329 5.846 3.313
18 C -3.609 -2.815 -4.160
19 O -2.767 -2.871 -3.028
20 P -1.566 -1.802 -2.834
21 O -1.061 -1.678 -1.464
22 O -2.104 -0.490 -3.550
23 C -3.003 0.399 -2.853
24 O -0.489 -2.305 -3.927
25 C 0.151 -3.550 -3.636
26 H -3.113 -2.393 -5.037
27 H -4.577 -2.361 -3.956
28 H -3.804 -3.839 -4.498
29 H -3.953 0.407 -3.393
30 H -2.596 1.402 -2.962
31 H -3.159 0.046 -1.836
32 H 0.943 -3.370 -2.910
33 H 0.451 -3.972 -4.592
34 H -0.484 -4.336 -3.209
35 Cl 0.603 -3.764 0.218
36 C 1.218 -2.111 0.295
37 Cl 2.953 -2.071 0.677
38 Cl 0.351 -1.121 1.436
39 H 1.119 -1.697 -0.700
40 Cl -2.780 -4.637 1.749
41 C -2.879 -3.074 0.925
42 Cl -3.153 -1.689 1.979
43 Cl -4.141 -3.174 -0.338
44 H -1.939 -2.917 0.414


Below is 2 unconnected molecules or ions with the total composition C2H8N2 at a distorted geometry, with properties calculated with ωB97M-V/def2-TZVPD.

SMILES	C=NC.N
calculated total energy	-190.4231	hartree
spin multiplicity	1

Element x y z (Å)
1 C 2.122 -0.450 0.449
2 N 1.742 0.399 1.354
3 C 0.261 0.738 1.293
4 H 1.400 -1.208 0.310
5 H 3.119 -0.471 -0.153
6 H 0.134 1.402 0.466
7 H -0.286 -0.167 1.101
8 H -0.169 1.013 2.265
9 N -2.237 -0.409 -1.719
10 H -2.323 0.455 -1.174
11 H -1.525 -1.144 -1.453
12 H -2.238 -0.158 -2.738


Below is a molecular structure, C26H42F6O16 at a distorted geometry, with properties calculated with ωB97M-V/def2-TZVPD.

calculated total energy	-2818.4201	hartree
spin multiplicity	1

Element x y z (Å)
1 C 1.881 2.298 -0.072
2 O 2.215 1.463 1.011
3 C 3.461 0.785 0.790
4 C 3.915 -0.022 1.979
5 O 2.974 -1.047 2.179
6 C 2.992 -1.806 3.352
7 C 2.397 -1.127 4.576
8 O 1.000 -0.922 4.574
9 C 0.646 0.143 3.691
10 H 2.678 3.019 -0.300
11 H 1.044 2.897 0.284
12 H 1.657 1.737 -0.984
13 H 4.155 1.627 0.661
14 H 3.365 0.204 -0.131
15 H 4.068 0.573 2.885
16 H 4.897 -0.449 1.734
17 H 3.978 -2.219 3.604
18 H 2.358 -2.689 3.211
19 H 2.903 -0.173 4.786
20 H 2.630 -1.719 5.465
21 H -0.381 0.401 3.945
22 H 0.705 -0.149 2.644
23 H 1.280 1.014 3.878
24 C 3.332 -3.601 3.032
25 C 4.692 -3.013 2.591
26 O 4.898 -3.361 1.219
27 C 4.438 -2.517 0.295
28 O 3.783 -1.556 0.557
29 C 4.748 -3.011 -1.153
30 F 4.382 -2.109 -2.039
31 F 6.052 -3.290 -1.266
32 F 4.069 -4.157 -1.330
33 H 3.137 -3.331 4.068
34 H 3.347 -4.680 2.897
35 H 2.573 -3.169 2.382
36 H 5.503 -3.510 3.116
37 H 4.711 -1.935 2.743
38 C 0.324 -1.356 1.381
39 C 0.374 -0.465 0.151
40 O -0.827 -0.608 -0.613
41 C -1.037 0.166 -1.632
42 O -0.368 1.097 -1.984
43 C -2.340 -0.194 -2.404
44 F -3.122 0.910 -2.474
45 F -2.080 -0.585 -3.652
46 F -3.028 -1.142 -1.762
47 H -0.471 -1.178 2.108
48 H 1.250 -1.161 1.922
49 H 0.167 -2.373 1.019
50 H 1.217 -0.772 -0.472
51 H 0.587 0.563 0.459
52 C -3.660 3.719 0.800
53 C -3.107 2.298 0.597
54 C -1.847 1.879 1.354
55 O -2.243 0.672 2.012
56 C -3.538 0.396 1.776
57 O -4.099 -0.565 2.183
58 O -4.083 1.342 0.985
59 H -3.829 3.869 1.868
60 H -4.620 3.748 0.290
61 H -2.951 4.457 0.433
62 H -2.977 2.181 -0.483
63 H -1.562 2.640 2.083
64 H -1.004 1.739 0.680
65 C -6.302 2.423 -2.318
66 C -6.213 1.182 -1.457
67 C -7.188 1.057 -0.305
68 O -7.584 -0.308 -0.376
69 C -7.407 -0.764 -1.651
70 O -7.922 -1.728 -2.097
71 O -6.643 0.120 -2.350
72 H -5.999 3.361 -1.836
73 H -7.326 2.595 -2.645
74 H -5.600 2.388 -3.152
75 H -5.205 0.979 -1.105
76 H -8.086 1.677 -0.294
77 H -6.639 1.197 0.627
78 C 1.500 1.989 -4.575
79 C 1.738 0.542 -4.985
80 C 2.310 -0.355 -3.836
81 O 1.657 -1.592 -3.996
82 C 0.610 -1.439 -4.847
83 O -0.109 -2.320 -5.186
84 O 0.529 -0.160 -5.218
85 H 0.530 2.406 -4.839
86 H 2.292 2.627 -4.966
87 H 1.518 2.118 -3.490
88 H 2.407 0.416 -5.840
89 H 2.128 0.167 -2.891
90 H 3.396 -0.449 -3.875


Below is 3 unconnected molecules or ions with the total composition C5H15N3O, with properties calculated with ωB97M-V/def2-TZVPD.

SMILES	[H]/N=C(/N)O.[H]/N=C/C.CC
calculated total energy	-439.0077	hartree
spin multiplicity	1

Element x y z (Å)
1 H -0.111 -0.346 -2.229
2 N 0.533 -0.865 -1.644
3 C 0.009 -1.856 -1.068
4 N 0.742 -2.614 -0.195
5 O -1.288 -2.268 -1.184
6 H 1.742 -2.512 -0.271
7 H 0.395 -3.545 -0.027
8 H -1.836 -1.727 -0.571
9 H -1.923 -1.072 1.738
10 N -2.079 -0.638 0.832
11 C -1.977 0.614 0.795
12 C -2.175 1.363 -0.471
13 H -1.748 1.235 1.668
14 H -2.519 0.694 -1.260
15 H -1.215 1.811 -0.768
16 H -2.896 2.154 -0.323
17 C 1.371 1.171 0.980
18 C 2.712 1.227 0.268
19 H 1.506 0.943 2.038
20 H 0.857 2.128 0.900
21 H 0.755 0.395 0.529
22 H 2.569 1.403 -0.792
23 H 3.334 2.020 0.675
24 H 3.242 0.284 0.383


Below is a single C5H12N2O molecule at a distorted geometry, with properties calculated with ωB97M-V/def2-TZVPD.

SMILES	CNCCNCC=O
calculated total energy	-382.4077	hartree
spin multiplicity	1

Element x y z (Å)
1 C -2.062 2.167 1.028
2 N -0.689 1.748 0.815
3 C -0.297 0.393 0.558
4 C -0.056 0.181 -0.939
5 N 0.400 -1.136 -1.329
6 C 1.688 -1.565 -0.877
7 C 1.520 -2.457 0.349
8 O 2.157 -3.458 0.564
9 H -2.101 2.782 1.937
10 H -2.379 2.821 0.213
11 H -2.752 1.339 1.163
12 H -0.110 2.450 0.396
13 H -1.060 -0.329 0.870
14 H 0.559 0.087 1.152
15 H 0.720 0.948 -1.125
16 H -0.988 0.386 -1.449
17 H 0.216 -1.316 -2.296
18 H 2.263 -0.702 -0.504
19 H 2.260 -2.158 -1.585
20 H 0.711 -2.181 1.056


Below is 2 unconnected molecules or ions with the total composition C4H6N2O3S at a distorted geometry, with properties calculated with ωB97M-V/def2-TZVPD.

SMILES	CS(=O)(=O)C#CN.C#[N+][O-]
calculated total energy	-889.2153	hartree
spin multiplicity	1

Element x y z (Å)
1 C 0.145 -1.278 2.377
2 S 0.447 -1.440 0.560
3 O 0.168 -2.801 0.147
4 O 1.752 -0.948 0.196
5 C -0.646 -0.374 -0.274
6 C -1.333 0.248 -1.041
7 N -2.231 0.975 -1.675
8 H 1.093 -0.862 2.825
9 H -0.570 -0.439 2.352
10 H -0.134 -2.327 2.813
11 H -1.987 1.590 -2.454
12 H -2.972 0.423 -2.149
13 C 2.467 0.520 -2.490
14 N 1.482 1.025 -2.800
15 O 0.437 1.314 -3.323
16 H 3.106 0.086 -1.752


Below is a molecular structure, C4H8Br4ClNi at a distorted geometry, with properties calculated with ωB97M-V/def2-TZVPD.

expectation value of S²	2.0131
net charge	+1
calculated total energy	-12421.2319	hartree
spin multiplicity	3

Element x y z (Å)
1 Ni 3.122 0.406 2.067
2 Cl 1.941 -0.171 0.836
3 Br -3.099 -1.610 1.276
4 C -1.365 -0.763 1.690
5 C -0.600 0.130 0.715
6 Br -1.937 1.543 0.162
7 H -0.662 -1.521 2.033
8 H -1.597 -0.252 2.625
9 H -0.319 -0.446 -0.167
10 H 0.195 0.672 1.228
11 Br -1.326 -1.114 -1.740
12 C 0.529 -0.518 -1.628
13 C 0.523 0.949 -1.492
14 Br 2.411 1.597 -1.153
15 H 1.092 -0.693 -2.545
16 H 1.105 -1.030 -0.857
17 H -0.130 1.326 -0.705
18 H 0.117 1.494 -2.344